The following is a DFT calculation (wB97M-V/def2-TZVPD) of a 5-piece molecular cluster, C3H18NO4 overall.

```
! RIJCOSX wB97M-V def2-TZVPD def2/J DEFGRID3
* xyz 1 1
C 1.00 0.61 -0.84
C 2.09 0.14 -1.55
C 1.84 0.35 -3.21
N 0.08 -0.44 -0.27
H 1.34 1.22 0.01
H 0.42 1.39 -1.48
H 2.40 -1.01 -1.39
H 2.91 0.81 -1.30
H 1.21 1.09 -3.62
H 2.68 0.45 -3.74
H 1.27 -0.57 -3.54
H 0.51 -0.76 0.64
H -0.79 -0.02 0.15
H 0.04 -1.21 -1.00
H -0.59 0.56 3.03
H 0.01 -0.62 2.85
O -0.43 0.03 2.34
H 0.40 -2.38 2.77
H 1.24 -3.24 1.83
O 0.82 -2.29 1.89
H -2.31 0.08 -4.48
H -3.15 1.26 -4.07
O -2.92 0.39 -3.68
H -1.70 2.19 3.95
H -2.49 1.45 5.08
O -1.66 1.35 4.42
*
```

For the HOMO energy, the calculation gives -0.5192 hartree. The orbital gap is 11.334 eV. For the energy above the lowest of the compared OMol25 structures with the same formula, charge and spin, the calculation gives 3.6294 eV. Its energy is -13074.8098 eV.

Atom charges from the Mulliken analysis, given in e for atoms 1 to 8: atom 1 (C): -0.4923, atom 2 (C): -0.4611, atom 3 (C): -1.1672, atom 4 (N): -0.2838, atom 5 (H): 0.3068, atom 6 (H): 0.4008, atom 7 (H): 0.2927, atom 8 (H): 0.2938